Entry 1:
Density functional theory data (wB97M-V/def2-TZVPD) for a molecular structure, C28H32BrF6N4O6ReS2 in a non-equilibrium geometry.

Structure (XYZ):
```
80
Properties=species:S:1:pos:R:3:mulliken_charge:R:1
Re -0.46 1.68 -0.25 1.360
Br -1.93 -1.17 1.55 -0.133
S -2.02 3.47 -2.46 1.099
S -1.81 0.67 -3.00 1.199
F -3.25 -1.40 -3.21 -0.178
F -4.37 0.37 -2.65 -0.152
F -4.46 3.00 -1.67 -0.143
F -4.23 4.11 -3.52 -0.188
F -3.66 0.15 -4.68 -0.184
F -3.83 5.07 -1.61 -0.199
O -1.35 4.58 -3.04 -0.573
O 0.42 1.84 -1.94 0.352
O -0.83 0.01 -3.78 -0.628
O 0.51 0.15 0.25 -0.083
O -1.79 0.51 -1.48 -0.586
O -1.64 3.21 -0.99 -0.684
N -0.89 2.98 2.31 -0.739
N 0.89 2.81 0.76 0.385
N -1.52 2.28 1.51 1.159
N -2.07 2.20 -3.35 -0.467
C 2.00 -3.14 0.23 -0.348
C 1.90 -1.77 0.11 -1.256
C 0.67 -1.19 0.43 0.520
C -5.64 1.91 2.38 -0.587
C 4.35 -1.74 -0.61 -2.420
C -3.43 2.52 3.11 -0.528
C 1.20 4.04 2.79 -0.348
C 0.96 -3.96 0.70 -0.380
C 2.49 4.36 2.39 -0.485
C -0.09 -6.21 1.20 -2.134
C -2.94 2.15 1.86 -0.028
C -4.77 2.40 3.36 -0.678
C 1.69 -6.03 -0.52 -1.585
C -3.40 -0.10 -3.42 0.593
C 1.28 2.75 -2.64 -1.496
C 2.96 3.90 1.17 -0.997
C -3.78 3.94 -2.29 0.516
C 3.08 -0.91 -0.39 2.557
C 1.19 -5.47 0.82 1.803
C 2.25 -5.73 1.91 -1.538
C 2.71 -0.26 -1.73 -1.184
C -5.14 1.56 1.14 -1.000
C -0.36 -1.98 0.95 -0.503
C -3.78 1.67 0.87 0.604
C 2.14 3.12 0.37 -0.491
C 3.41 0.16 0.65 -1.587
C 0.44 3.27 1.94 0.152
C -0.22 -3.35 1.09 0.302
H 3.11 4.97 3.03 0.430
H -0.90 -6.01 0.49 0.444
H 4.25 0.77 0.29 0.446
H -3.40 1.39 -0.10 0.283
H -2.76 2.89 3.87 0.482
H -5.80 1.19 0.36 0.474
H 3.21 -5.28 1.64 0.325
H 1.23 3.76 -2.24 0.418
H 2.32 2.40 -2.59 0.430
H 3.54 0.36 -2.08 0.410
H 0.09 -7.28 1.20 0.424
H 2.57 0.82 0.86 0.124
H 2.51 -1.02 -2.49 0.416
H 3.96 4.12 0.83 0.503
H 1.81 0.37 -1.66 -0.284
H 4.67 -2.26 0.29 0.451
H 4.23 -2.47 -1.42 0.419
H 2.66 -5.61 -0.81 0.323
H -0.44 -5.94 2.20 0.377
H 0.98 2.77 -3.68 0.345
H 1.82 -7.11 -0.44 0.466
H 3.71 -0.30 1.60 0.454
H 2.93 -3.62 -0.03 0.479
H 2.47 2.71 -0.57 0.704
H 5.15 -1.06 -0.91 0.460
H 0.98 -5.83 -1.33 0.355
H 2.40 -6.80 2.03 0.453
H -5.16 2.68 4.34 0.417
H 1.93 -5.32 2.87 0.346
H -1.04 -3.92 1.49 0.540
H 0.77 4.37 3.72 0.571
H -6.70 1.83 2.59 0.425
```

Summary:
- electronic energy (Eh) = -5804.23565
- LUMO level (alpha / beta) (eV) = -5.12 / -5.42
- highest occupied orbital energy (alpha / beta) (eV) = -10.8 / -11.1
- charge = +1
- <S²> = 0.767
- frontier orbital gap (alpha / beta) (eV) = 5.677 / 5.638
- 2S+1 = 2

***

Entry 2:
Density functional theory data (wB97M-V/def2-TZVPD) for a molecular structure, C28H32CeIN3P in a non-equilibrium geometry.

Structure (XYZ):
```
66
Properties=species:S:1:pos:R:3:mulliken_charge:R:1
Ce 0.93 1.58 0.87 1.151
I 0.55 1.02 3.76 0.141
P -0.58 -0.89 1.27 -0.393
N 3.06 1.79 -0.21 -0.550
N 0.36 3.73 -0.21 -0.541
N 1.63 2.75 -4.45 -0.132
C -1.70 -2.35 6.33 -0.840
C -2.32 -4.45 2.01 -1.108
C -3.93 1.00 -1.23 -0.697
C 2.77 -2.73 -0.23 -0.904
C 1.89 -2.02 0.61 -0.879
C 0.71 -1.38 0.08 1.345
C -2.18 -3.37 5.56 -0.714
C 1.39 -2.15 -2.14 -0.763
C 2.43 1.26 -2.62 0.318
C 0.18 2.57 -2.47 -0.113
C 0.51 -1.44 -1.32 -0.654
C -3.37 1.73 -0.20 -0.797
C -1.10 -2.33 2.13 0.955
C -2.66 -1.00 -0.59 -0.269
C -1.48 -3.49 1.41 -0.555
C 2.42 3.71 -1.70 -1.484
C -2.10 -3.35 4.16 0.779
C -3.60 -0.36 -1.41 -0.624
C 1.16 1.79 -3.37 -0.168
C -0.78 -1.31 4.35 -0.325
C -0.95 -1.29 5.71 -0.418
C -2.60 -4.39 3.35 -0.734
C -1.33 -2.28 3.53 0.917
C -2.02 -0.21 0.38 0.862
C 2.51 -2.79 -1.59 -0.586
C -2.45 1.09 0.66 -0.495
C 3.05 2.29 -1.67 -0.038
C 0.83 3.72 -1.67 0.130
H -4.62 1.47 -1.91 0.515
H 3.22 0.94 -3.36 0.597
H 3.24 -3.32 -2.23 0.448
H 4.11 2.41 -1.94 0.315
H -3.28 -5.07 3.84 0.459
H 0.70 4.56 0.27 0.387
H 2.05 -2.00 1.69 0.442
H -0.54 3.06 -3.15 0.515
H -2.70 -5.27 1.41 0.460
H 2.21 3.55 -4.13 0.185
H -2.73 -4.20 6.00 0.424
H 2.26 2.24 -5.12 0.465
H 0.52 4.72 -2.08 0.301
H 3.65 0.95 -0.11 0.395
H 0.61 0.99 -3.89 0.557
H -2.37 -2.04 -0.79 0.432
H 2.18 0.29 -2.10 -0.990
H 2.79 4.19 -2.68 0.184
H -0.53 -0.53 6.36 0.361
H -2.13 1.60 1.58 0.634
H -0.27 -0.84 -1.76 0.565
H -3.57 2.79 -0.02 0.573
H 3.57 -3.31 0.20 0.560
H -1.83 -2.30 7.42 0.424
H -1.13 -3.58 0.39 0.684
H -0.36 1.84 -1.86 -0.543
H 2.84 4.36 -0.90 0.688
H -4.12 -0.94 -2.21 0.436
H -0.67 3.67 -0.17 0.318
H 1.25 -2.24 -3.22 0.518
H 0.84 3.12 -5.01 0.441
H 3.59 2.45 0.40 0.434
```

Summary:
- electronic energy (Eh) = -2363.11260
- LUMO level (alpha / beta) (eV) = -12.57 / -12.54
- highest occupied orbital energy (alpha / beta) (eV) = -18.2 / -18.2
- charge = +4
- <S²> = 0.752
- frontier orbital gap (alpha / beta) (eV) = 5.622 / 5.644
- 2S+1 = 2

***

Entry 3:
Density functional theory data (wB97M-V/def2-TZVPD) for a molecular structure, C28H32CrN7O4.

Structure (XYZ):
```
72
Properties=species:S:1:pos:R:3:mulliken_charge:R:1
Cr -0.13 0.40 -0.11 -0.868
O 0.92 -2.40 7.16 -0.581
O -1.16 2.35 2.40 -0.766
O 1.13 -2.77 5.05 -0.600
O -0.12 0.44 1.81 1.240
N 0.82 2.23 -0.20 1.705
N 1.93 -0.20 0.25 0.995
N -0.01 0.21 -2.19 1.375
N 0.65 -2.59 -0.44 0.100
N 0.86 -2.06 6.00 1.028
N -1.68 -1.14 0.30 -0.250
N -2.00 1.48 -0.12 0.137
C 1.25 -2.60 0.75 0.371
C 0.49 -4.81 1.23 -0.604
C 1.15 0.28 -2.88 0.753
C -0.57 1.32 2.69 -0.341
C -0.19 1.50 6.44 -0.683
C 2.05 -1.37 1.17 -1.064
C 0.00 -3.70 -0.82 -0.308
C 2.45 0.48 -2.14 -1.190
C -1.22 -0.10 -4.23 -1.274
C 1.18 -3.68 1.62 -0.911
C -3.23 0.68 0.06 -0.743
C -0.10 -4.83 -0.03 -0.870
C 1.85 4.66 0.60 -0.630
C 0.23 0.21 6.75 -0.626
C 0.77 4.61 -0.27 -1.071
C -0.29 0.94 4.11 0.587
C 1.15 0.17 -4.26 -0.946
C 2.44 3.48 1.01 -1.004
C -0.45 1.86 5.13 -0.744
C 0.28 3.38 -0.64 -0.652
C -0.04 -0.01 -4.95 -0.494
C -2.88 -0.52 0.90 -0.383
C 1.91 2.28 0.58 0.624
C 2.56 0.97 0.93 -1.914
C 0.13 -0.36 4.40 0.352
C 2.68 -0.51 -1.01 -1.030
C 0.38 -0.69 5.71 -0.330
C -1.16 0.02 -2.86 -0.226
H 0.44 -0.10 7.76 0.530
H -1.93 -1.67 -0.54 0.284
H 3.26 0.34 -2.86 0.684
H 0.26 -1.10 3.63 0.266
H -0.04 -0.10 -6.03 0.441
H 3.32 3.48 1.65 0.574
H -0.54 3.30 -1.34 0.391
H -2.16 2.17 -0.85 0.248
H -1.28 -1.82 0.93 0.113
H 1.72 -1.05 2.15 0.263
H -0.45 -3.68 -1.81 0.492
H 1.66 -3.63 2.60 0.474
H -2.63 -0.21 1.91 0.069
H 2.24 5.62 0.93 0.482
H -3.71 -1.22 0.96 0.564
H -0.63 -5.70 -0.39 0.455
H 0.41 -5.66 1.89 0.487
H 2.53 1.51 -1.80 0.261
H -3.59 0.36 -0.92 0.372
H -2.17 -0.25 -4.72 0.506
H -2.06 -0.05 -2.27 0.321
H -0.31 2.22 7.24 0.439
H -4.02 1.27 0.52 0.490
H -0.79 2.86 4.89 0.524
H 3.10 -1.65 1.25 0.741
H 0.30 5.51 -0.66 0.481
H 2.53 0.83 2.00 0.508
H 2.36 -1.50 -1.34 0.576
H 3.74 -0.56 -0.77 0.311
H -1.81 2.01 0.75 0.271
H 2.09 0.23 -4.79 0.534
H 3.61 1.02 0.65 0.684
```

Summary:
- electronic energy (Eh) = -2814.48806
- LUMO level (alpha / beta) (eV) = -5.88 / -6.03
- highest occupied orbital energy (alpha / beta) (eV) = -14.7 / -14.7
- charge = +2
- <S²> = 3.779
- frontier orbital gap (alpha / beta) (eV) = 8.773 / 8.630
- 2S+1 = 4